No. 1
Molecular formula: C5H11NO
Method: DFT, ωB97M-V with the def2-TZVPD basis set

```
18
Properties=species:S:1:pos:R:3:forces:R:3
O 2.10766 -0.95375 -0.10309 0.081 0.235 0.547
C 1.17284 -1.03679 -0.79922 1.060 -0.792 -0.197
C -0.28938 -0.72776 -0.22443 -2.048 1.136 0.859
C -0.24680 0.40702 0.86483 0.653 -0.602 -1.272
C -1.67309 0.65539 1.31512 0.112 -0.404 0.665
C 0.43707 1.67391 0.34824 -0.485 -0.151 0.228
N -1.16118 -0.42532 -1.26714 1.296 0.077 -0.560
H 1.28288 -1.39077 -1.83255 -0.429 0.034 -0.246
H -0.65552 -1.63452 0.28287 0.638 -0.359 -0.386
H 0.37956 -0.05072 1.63058 -0.120 0.173 0.302
H -2.22811 1.24376 0.60147 -0.102 0.340 -0.214
H -1.64064 1.16725 2.27320 -0.181 0.161 0.008
H -2.22841 -0.27334 1.45535 0.047 -0.032 0.121
H -0.18779 2.20919 -0.36748 -0.017 -0.057 -0.217
H 0.54074 2.35877 1.17961 0.220 0.173 0.173
H 1.41392 1.47396 -0.07517 0.172 0.144 0.002
H -1.25999 -1.12795 -1.99684 -0.555 0.118 0.122
H -1.11256 0.53425 -1.61590 -0.342 -0.196 0.065
```
Forces are in eV/Å.

Output
Orbital gap (alpha / beta) in Ha: 0.40657 / 0.25974
HOMO (alpha / beta) in eV: -15.665 / -15.700
LUMO energy (alpha / beta) in eV: -4.60 / -8.63
2S+1: 2
Total energy in eV: -8891.6897
F_max in eV/A: 2.49
Total charge: +1

Atomic partial charges in e from the natural (NBO) method, atoms 1 to 8: O -0.29; C 0.46; C -0.15; C -0.20; C -0.61; C -0.63; N -0.49; H 0.21

***

No. 2
Molecular formula: C5H11NO2
Method: DFT, ωB97M-V with the def2-TZVPD basis set

```
19
Properties=species:S:1:pos:R:3:forces:R:3
C -0.07006 -1.61607 0.25716 -1.350 0.077 0.159
C -0.46842 -0.49315 -0.78328 2.002 0.162 0.130
C -0.71954 -1.03676 -2.20013 -1.019 -0.365 0.777
C -1.50414 0.52691 -0.31685 -0.037 -0.775 -0.043
N 0.69366 -2.65587 -0.34015 0.290 -0.377 -0.027
C 1.05309 1.98611 1.46314 0.033 -0.219 -0.146
O 0.92651 2.49490 0.33428 -0.165 0.010 -0.158
O 0.36702 1.09029 2.01841 0.344 0.308 0.069
H -1.01466 -2.03931 0.65016 0.311 -0.032 0.015
H 0.49976 -1.11594 1.03994 -0.428 0.179 0.235
H 0.51976 0.01693 -0.73062 -0.693 0.371 -0.777
H -1.81564 -1.20482 -2.29859 0.473 0.249 -0.232
H -0.37116 -0.34612 -2.97387 -0.104 -0.177 0.089
H -0.28808 -2.03403 -2.28678 0.299 0.193 -0.386
H -1.06626 1.03244 0.57282 -0.857 -0.149 -0.627
H -1.67052 1.18402 -1.17625 0.215 0.405 0.297
H -2.49975 0.04415 -0.17000 0.582 0.121 0.350
H 1.67864 -2.39853 -0.22214 -0.050 0.014 -0.167
H 1.93110 2.37743 2.02803 0.154 0.006 0.442
```
Forces are in eV/Å.

Output
Orbital gap (alpha / beta) in Ha: 0.30269 / 0.26657
HOMO (alpha / beta) in eV: -4.273 / -4.275
LUMO energy (alpha / beta) in eV: 3.96 / 2.98
2S+1: 2
Total energy in eV: -10947.8028
F_max in eV/A: 2.01
Total charge: -1

Atomic partial charges in e from the natural (NBO) method, atoms 1 to 8: C -0.30; C -0.20; C -0.63; C -0.63; N -0.45; C 0.63; O -0.78; O -0.80

***

No. 3
Molecular formula: C5H11NO2
Method: DFT, ωB97M-V with the def2-TZVPD basis set

```
19
Properties=species:S:1:pos:R:3:forces:R:3
O 3.69264 -1.91467 0.29984 -0.189 0.193 -0.019
C 2.68746 -1.04804 0.59365 0.653 -0.065 -0.346
C 1.29785 -1.47027 0.09626 -0.666 -0.605 0.464
C 0.11166 -0.66492 0.68124 -0.342 -0.266 -0.632
C -0.65639 0.22180 -0.30685 0.353 0.087 -0.376
N -1.53560 1.14861 0.35586 -0.491 0.583 0.370
C -2.26321 2.06305 -0.59449 -0.105 -0.512 -0.127
O -3.07676 1.49207 -1.48005 -0.149 -0.084 -0.021
H 2.85440 -0.00900 0.18587 -0.011 -0.005 0.066
H 2.56615 -0.88089 1.69611 -0.109 0.025 0.096
H 1.22742 -1.53335 -0.99610 0.223 0.379 -0.049
H 1.18946 -2.52606 0.40048 0.098 0.167 0.078
H -0.63924 -1.38308 1.01646 -0.100 -0.126 0.364
H 0.39158 -0.08260 1.56560 0.197 0.062 -0.173
H 0.02182 0.85392 -0.90388 0.140 -0.211 0.158
H -1.19519 -0.39479 -1.04804 0.135 -0.077 0.136
H -2.30744 0.67978 0.82577 0.234 -0.412 -0.035
H -2.80319 2.71161 0.14475 0.156 0.464 -0.188
H -1.42303 2.61359 -1.08713 -0.025 0.402 0.235
```
Forces are in eV/Å.

Output
Orbital gap in Ha: 0.24892
HOMO in eV: 0.241
LUMO energy in eV: 7.01
SMILES string: [O-]CCCCNC[O-]
Total energy in eV: -10945.1155
F_max in eV/A: 1.01
Total charge: -2

Atomic partial charges in e from the natural (NBO) method, atoms 1 to 8: O -0.99; C -0.01; C -0.42; C -0.41; C -0.22; N -0.69; C 0.14; O -0.97

***

No. 4
Molecular formula: C5H11NO2
Method: DFT, ωB97M-V with the def2-TZVPD basis set

```
19
Properties=species:S:1:pos:R:3:forces:R:3
C 1.47740 -1.67640 -1.22062 0.217 -0.356 -0.341
C 1.54269 -0.33793 -0.57148 0.400 -0.427 -0.162
C 1.19035 0.87300 -1.08133 0.108 1.507 0.187
C 1.36209 1.85951 -0.05159 -0.207 -0.737 0.214
C 1.76767 1.18306 1.05882 0.649 0.213 0.161
N 1.92882 -0.14931 0.74029 -0.539 0.604 -0.060
H 2.05623 -2.46067 -0.73085 -0.145 0.127 0.407
H 0.44204 -2.00676 -1.32211 0.051 -0.122 0.104
H 1.90211 -1.65790 -2.22210 -0.092 0.265 -0.182
H 0.90069 1.20200 -2.06859 -0.143 -0.731 -0.123
H 1.18206 2.91843 -0.10554 -0.094 0.024 -0.078
H 2.02417 1.55255 2.03787 0.026 -0.058 0.015
H 2.50660 -0.75221 1.29785 -0.255 -0.333 -0.118
O -1.34946 -0.36529 3.13581 -0.389 0.182 0.600
H -0.56721 -0.91384 3.06504 0.010 0.057 -0.495
H -1.65872 -0.09194 2.26824 0.398 -0.212 -0.132
O -5.36735 0.53136 -1.18919 -0.114 -0.121 -0.080
H -5.07330 0.08019 -1.98790 0.017 0.056 0.057
H -6.26688 0.21215 -1.05264 0.103 0.064 0.025
```
Forces are in eV/Å.

Output
Orbital gap in Ha: 0.32408
HOMO in eV: -8.125
LUMO energy in eV: 0.69
SMILES string: Cc1ccc[nH]1.O.O
Total energy in eV: -10948.0610
F_max in eV/A: 1.52

Atomic partial charges in e from the natural (NBO) method, atoms 1 to 8: C -0.64; C 0.12; C -0.30; C -0.30; C -0.08; N -0.52; H 0.21; H 0.22

***

No. 5
Molecular formula: C5H11NO2
Method: DFT, ωB97M-V with the def2-TZVPD basis set

```
19
Properties=species:S:1:pos:R:3:forces:R:3
C -0.85202 1.09430 0.98609 0.057 -0.120 -0.071
C -0.45585 -0.07997 0.08975 0.116 -0.047 -0.032
C -0.37182 0.34743 -1.38245 0.006 -0.063 0.156
C -1.41938 -1.25470 0.25071 0.099 0.102 -0.013
N 0.86516 -0.57137 0.57406 -0.049 0.006 -0.133
O 1.50648 -1.59816 -0.16741 0.031 0.614 0.216
C 2.01555 0.12079 0.58211 -0.059 -0.268 -0.513
O 2.75108 0.52791 -0.45389 -0.230 -0.168 0.312
H -0.15793 1.93202 0.87695 -0.003 -0.022 -0.014
H -0.87278 0.79134 2.03409 0.001 -0.015 -0.033
H -1.84599 1.45010 0.71050 0.027 -0.019 -0.005
H 0.25696 1.23235 -1.50530 -0.010 -0.003 0.023
H -1.36613 0.59025 -1.76110 0.017 -0.013 0.030
H 0.03398 -0.46841 -1.98227 -0.014 0.002 0.014
H -2.40982 -0.98288 -0.11875 0.035 0.013 0.002
H -1.05576 -2.11353 -0.31427 0.006 0.031 0.007
H -1.49927 -1.54367 1.29962 0.016 0.026 -0.022
H 2.42764 0.49704 1.51551 0.022 -0.013 0.005
H 2.44989 0.02917 -1.23395 -0.067 -0.044 0.071
```
Forces are in eV/Å.

Output
Orbital gap (alpha / beta) in Ha: 0.30441 / 0.30435
HOMO (alpha / beta) in eV: -8.154 / -8.153
LUMO energy (alpha / beta) in eV: 0.13 / 0.13
SMILES string: CC(C)(C)/[N+]([O-])=C/O
Total energy in eV: -10944.5787
F_max in eV/A: 0.65

Atomic partial charges in e from the natural (NBO) method, atoms 1 to 8: C -0.62; C 0.12; C -0.64; C -0.61; N -0.23; O -0.60; C 0.57; O -0.63

***

No. 6
Molecular formula: C5H11NO2
Method: DFT, ωB97M-V with the def2-TZVPD basis set

```
19
Properties=species:S:1:pos:R:3:forces:R:3
C 1.05797 -0.37118 2.03870 4.666 2.425 2.757
C -0.59585 -1.14240 -1.49378 0.104 0.077 0.031
C 0.50264 1.02815 -1.73225 -0.022 -0.108 0.126
N -0.07554 0.04788 -0.78409 1.483 -0.651 0.471
C -1.12551 0.66371 0.07427 -0.065 0.079 0.663
C -0.97525 0.66066 1.38768 -1.924 1.307 -0.971
O 1.78839 -0.41839 1.00294 -2.477 -0.336 0.530
O 1.43085 -1.30049 2.98012 -1.216 -0.408 -1.075
H 0.88432 -0.24610 -0.05194 -1.770 0.716 -0.729
H 0.74129 -1.29733 3.65196 0.115 0.137 0.360
H 0.26676 0.60930 2.36338 1.768 -3.331 -1.649
H -1.96597 1.02894 -0.51564 0.056 0.134 -0.341
H -1.70661 1.24395 1.94392 -0.757 -0.104 -0.281
H -1.02844 -1.82586 -0.76660 0.121 0.007 0.035
H 0.21733 -1.62684 -2.03493 -0.055 -0.020 0.005
H -1.38252 -0.85457 -2.19731 0.095 0.085 0.047
H -0.25259 1.38380 -2.43745 0.006 -0.030 0.093
H 0.89655 1.86117 -1.15400 -0.060 0.015 -0.034
H 1.32217 0.55560 -2.27498 -0.069 0.006 -0.039
```
Forces are in eV/Å.

Output
Orbital gap in Ha: 0.26289
HOMO in eV: -6.351
LUMO energy in eV: 0.80
Total energy in eV: -10942.8316
F_max in eV/A: 5.94

Atomic partial charges in e from the natural (NBO) method, atoms 1 to 8: C 0.57; C -0.41; C -0.41; N -0.45; C -0.17; C -0.60; O -0.70; O -0.69